(1)
A 4-piece molecular cluster, C2H11NO3 overall, computed with ωB97M-V/def2-TZVPD.

Its HOMO energy is -10.0610 eV. Its energy above the lowest of the compared OMol25 structures with the same formula, charge and spin is 98.42 kJ/mol. The value obtained for the orbital gap is 10.75 eV.

```
! wB97M-V def2-TZVPD RIJCOSX def2/J DEFGRID3
* xyz 0 1
C -1.39492 -1.21296 -1.13027
N -0.71899 -0.56728 -0.29215
C 0.61620 -1.03117 0.03294
H -2.40565 -0.85885 -1.29337
H -1.02553 -2.06797 -1.66906
H 0.83282 -0.93742 1.08791
H 0.76863 -2.05945 -0.30756
H 1.36210 -0.40572 -0.46756
O 4.49873 0.51687 0.35143
H 4.76587 -0.36577 0.62580
H 5.33250 0.99043 0.24104
O -0.79484 1.66226 1.55988
H -0.82124 1.00238 0.83818
H 0.08631 2.04261 1.53777
O -3.68455 0.87667 -0.71943
H -4.16765 1.69432 -0.52602
H -3.24981 0.72105 0.13047
*
```

(2)
A 4-piece molecular cluster, C2H11NO4 overall at a distorted geometry, computed with ωB97M-V/def2-TZVPD.

Its HOMO energy is -9.4063 eV. Its energy above the lowest of the compared OMol25 structures with the same formula, charge and spin is 772.27 kJ/mol. The value obtained for the orbital gap is 4.58 eV.

```
! wB97M-V def2-TZVPD RIJCOSX def2/J DEFGRID3
* xyz 0 1
C -1.18066 0.42628 0.08848
C -0.14585 1.23867 0.99730
N 0.46971 0.36338 1.88884
O 0.62347 1.99758 0.28175
H -1.62792 1.21627 -0.52097
H -0.80525 -0.37892 -0.54006
H -1.98141 0.05277 0.72799
H 1.46618 0.57490 1.80665
H -0.74930 1.99512 1.57390
H 0.36363 -2.92688 1.37686
H 0.35887 -0.67178 1.70221
O 0.38607 -2.12940 0.83563
H 0.60664 1.61158 -1.18982
H 1.39657 1.91181 -2.44514
O 0.54943 1.54290 -2.17214
H 0.13395 -2.56279 -2.25842
H 0.24393 -2.27671 -0.61775
O -0.10807 -1.98479 -1.53532
*
```

(3)
The molecule C2H11NSi3 at a distorted geometry, computed with ωB97M-V/def2-TZVPD.

Its HOMO energy is -8.6071 eV. Its energy above the lowest of the compared OMol25 structures with the same formula, charge and spin is 194.26 kJ/mol. The value obtained for the orbital gap is 8.93 eV.

```
! wB97M-V def2-TZVPD RIJCOSX def2/J DEFGRID3
* xyz 0 1
Si -2.58117 1.20113 0.03951
Si -1.98272 -0.95624 -0.37369
Si 0.08686 -1.38754 0.42786
N 1.14052 0.30690 -0.12417
C 2.35594 0.38465 -0.99245
C 2.44301 0.43966 0.52164
H -3.93014 1.16161 0.33238
H -1.58759 1.62196 1.05858
H -2.75697 2.48034 -0.78664
H -1.83534 -1.35762 -1.83149
H -2.93788 -2.07450 0.16135
H 0.27575 -1.18833 1.92743
H 0.88724 -2.54904 0.04015
H 2.51372 1.40300 -1.46041
H 2.89729 -0.51325 -1.28859
H 2.52423 -0.38838 1.19818
H 2.48727 1.41565 1.15036
*
```

(4)
A 4-piece molecular cluster, C2H11O3S overall at a distorted geometry, computed with ωB97M-V/def2-TZVPD.

Its HOMO energy (spin up / spin down) is -10.3224 / -9.9233 eV. Its energy above the lowest of the compared OMol25 structures with the same formula, charge and spin is 3.81 kJ/mol. The value obtained for the orbital gap (spin up / spin down) is 10.78 / 7.10 eV.

```
! wB97M-V def2-TZVPD RIJCOSX def2/J DEFGRID3
* xyz 0 2
C 0.65168 -1.44900 1.77495
C -0.23255 -1.64033 0.52802
S 0.66695 -1.38787 -1.04005
H 1.29212 -0.56386 1.66729
H 1.32289 -2.26884 2.01211
H 0.05113 -1.31035 2.67856
H -1.12561 -1.03742 0.60770
H -0.46216 -2.70283 0.58678
H -1.90011 1.65050 -1.50853
H -0.74975 0.80803 -1.17352
O -1.33225 1.48208 -0.75763
H -0.80779 2.73849 0.76953
H -1.05486 1.76934 1.84003
O -0.83072 2.69165 1.73279
H 1.75195 1.08673 -2.99151
H 1.18874 -0.26417 -3.06015
O 1.57033 0.39785 -3.66635
*
```

(5)
A 4-piece molecular cluster, C2H11O3S overall at a distorted geometry, computed with ωB97M-V/def2-TZVPD.

Its HOMO energy (spin up / spin down) is -10.4454 / -10.0976 eV. Its energy above the lowest of the compared OMol25 structures with the same formula, charge and spin is 72.97 kJ/mol. The value obtained for the orbital gap (spin up / spin down) is 10.88 / 6.89 eV.

```
! wB97M-V def2-TZVPD RIJCOSX def2/J DEFGRID3
* xyz 0 2
C -0.06425 -1.60713 0.98466
C -0.40228 -1.10508 -0.42976
S -0.69380 0.71581 -0.55176
H 0.81931 -2.36117 1.01308
H 0.07121 -0.73232 1.71100
H -0.88592 -2.17427 1.38404
H 0.41736 -1.36475 -1.21645
H -1.29851 -1.55715 -0.78512
H -0.87793 1.27572 2.78087
H -0.40589 1.71783 1.27335
O -0.18168 1.83566 2.28639
H -1.74428 1.18671 -3.95728
H -0.82034 0.49609 -2.92900
O -0.89996 0.66145 -3.94514
H 2.43710 1.49570 1.36565
H 1.89572 0.83063 0.16548
O 2.63416 0.68628 0.84997
*
```

(6)
A 4-piece molecular cluster, C2H11O4 overall at a distorted geometry, computed with ωB97M-V/def2-TZVPD.

Its HOMO energy is -3.6854 eV. Its energy above the lowest of the compared OMol25 structures with the same formula, charge and spin is 136.88 kJ/mol. The value obtained for the orbital gap is 7.74 eV.

```
! wB97M-V def2-TZVPD RIJCOSX def2/J DEFGRID3
* xyz -1 1
C 1.15744 -0.31242 -1.12919
O -0.18942 -0.08547 -0.81919
C 2.25521 -0.06711 0.02917
H 1.28627 -1.34163 -1.43733
H 1.47745 0.30531 -2.02462
H 3.32042 -0.32622 -0.37054
H 2.24048 1.01748 0.51241
H 1.97250 -0.85308 0.87160
H -1.01872 0.89638 1.34264
H -0.21623 -0.31962 1.23442
O -0.48859 0.35908 1.95850
H -0.69086 2.69477 0.34916
H -1.03070 1.63140 -0.74546
O -1.33718 2.51282 -0.28539
H -2.18342 -1.98844 0.41231
H -3.61455 -1.74436 0.10753
O -2.94011 -2.37890 -0.00602
*
```

(7)
A 4-piece molecular cluster, C2H11O4 overall, computed with ωB97M-V/def2-TZVPD.

Its HOMO energy is -4.4715 eV. Its energy above the lowest of the compared OMol25 structures with the same formula, charge and spin is 27.91 kJ/mol. The value obtained for the orbital gap is 8.61 eV.

```
! wB97M-V def2-TZVPD RIJCOSX def2/J DEFGRID3
* xyz -1 1
C 0.45250 0.34851 1.18774
O 0.29027 0.22020 -0.17989
C 1.23184 -0.82454 1.84565
H -0.52843 0.34081 1.68619
H 1.02988 1.26992 1.37050
H 0.72191 -1.16754 2.74840
H 2.28805 -0.62397 2.06866
H 1.33954 -1.58603 1.06032
H -1.88176 -1.23759 -1.10805
H -0.53797 -1.80931 -0.77070
O -1.42982 -2.09435 -1.06506
H 0.48871 1.62843 -2.67809
H 0.84792 1.40027 -1.21734
O 1.05327 1.99723 -2.00303
H -2.44718 1.00033 -0.66855
H -1.00895 0.48623 -0.88912
O -1.90978 0.65138 -1.38763
*
```

(8)
A 2-piece molecular cluster, C2H11OP4 overall at a distorted geometry, computed with ωB97M-V/def2-TZVPD.

Its HOMO energy (spin up / spin down) is -10.2741 / -14.1533 eV. The value obtained for the orbital gap (spin up / spin down) is 6.41 / 6.73 eV.

```
! wB97M-V def2-TZVPD RIJCOSX def2/J DEFGRID3
* xyz 1 3
C -3.64289 -0.80621 0.56537
C -2.42941 0.80957 -0.66293
O -2.96492 0.41926 0.47090
P 2.90082 -1.80614 -0.59266
P 3.59627 1.68972 -0.26604
P 0.38688 0.32076 -0.04064
P 2.48414 -0.05907 0.61289
H -4.57780 -0.89002 -0.05274
H -4.08048 -0.72631 1.57702
H -2.91669 -1.67454 0.51572
H -2.20101 1.86366 -0.69260
H -2.55394 0.13650 -1.56555
H 2.93049 -1.05906 -1.78234
H 4.29102 -1.55052 -0.42800
H 4.15799 1.94555 1.08268
H 4.46280 0.62436 -0.58102
H 0.40091 1.39312 1.06985
H -0.24419 -0.63063 0.77007
*
```

(9)
C2H12AgF6NO10S2 as an isolated structure at a distorted geometry, computed with ωB97M-V/def2-TZVPD.

Its HOMO energy (spin up / spin down) is -14.5439 / -14.3771 eV. Its energy above the lowest of the compared OMol25 structures with the same formula, charge and spin is 0.00 kJ/mol. The value obtained for the orbital gap (spin up / spin down) is 10.22 / 5.97 eV.

```
! wB97M-V def2-TZVPD RIJCOSX def2/J DEFGRID3
* xyz 1 2
Ag 1.24878 -0.79060 0.92489
C -3.73992 1.25077 0.55850
F -3.19075 0.83506 1.70563
F -4.25992 0.20562 -0.06842
F -4.62775 2.26337 0.75086
S -2.30809 2.01426 -0.58605
O -2.84111 2.75397 -1.75518
O -1.61691 2.94097 0.29833
N -1.24808 0.55943 -0.99240
S -1.71724 0.09487 -2.40437
O -1.21975 -1.21343 -2.82132
O -3.16944 0.22254 -2.67617
C -0.82688 1.32649 -3.62077
F -1.69335 1.64178 -4.56167
F -0.38710 2.43156 -3.05044
F 0.21090 0.75501 -4.16870
O 1.82076 -3.60479 -0.68689
H 1.25642 -4.22742 -1.14523
H 2.67805 -4.02995 -0.66369
O 2.06447 2.42620 1.77057
H 1.53744 2.95770 1.17394
H 2.50261 3.06265 2.33554
O -1.61068 -2.96074 1.48176
H -2.15573 -2.95763 2.26861
H -2.09518 -3.49956 0.85633
O 4.12198 -1.48060 2.27721
H 4.80846 -0.82020 2.18323
H 4.52224 -2.16894 2.80842
O 3.15602 0.15710 -1.62450
H 3.38871 -0.31302 -2.42516
H 3.51362 1.03611 -1.74978
O 0.66074 -0.45946 4.18568
H 1.31122 -0.42321 4.88697
H -0.09455 0.01415 4.53420
*
```

(10)
C2H12ClN2Ti as an isolated structure at a distorted geometry, computed with ωB97M-V/def2-TZVPD.

Its HOMO energy (spin up / spin down) is 0.0955 / -0.1663 eV. Its energy above the lowest of the compared OMol25 structures with the same formula, charge and spin is 81.94 kJ/mol. The value obtained for the orbital gap (spin up / spin down) is 2.70 / 2.94 eV.

```
! wB97M-V def2-TZVPD RIJCOSX def2/J DEFGRID3
* xyz -1 3
C -1.01409 -1.67212 -1.29410
Ti -0.24166 -0.07000 0.10252
N -0.76560 1.61900 1.34934
N 0.71999 1.20529 -1.25885
H -0.10535 1.64159 2.13902
H -1.64773 -0.77523 -0.86571
H -1.53032 -2.58298 -0.92462
H 0.08000 -1.72514 -0.92495
H -1.01338 -1.59567 -2.38725
H 1.57020 1.59124 -0.84201
H 0.15181 2.00013 -1.56172
H 1.01388 0.73088 -2.11749
H -0.68372 2.51360 0.86220
H -1.70562 1.59077 1.75176
Cl 1.50001 -0.10139 2.64331
C 1.10964 -1.10207 1.24005
H 1.98152 -1.23023 0.56631
H 0.58041 -2.03768 1.52218
*
```